# C23H67N11O8

8 unconnected molecules or ions with the total composition C23H67N11O8 (ωB97M-V/def2-TZVPD, the OMol25 dataset).

XYZ file:
```
109
Properties=species:S:1:pos:R:3:forces:R:3:mulliken_charge:R:1
C 3.39769 -3.72310 30.76591 -0.64 -0.47 0.18 -1.313
C 1.87223 -3.71823 30.44736 1.15 -0.91 -2.04 0.659
C 1.35585 -2.30275 30.28240 -0.39 0.27 1.35 -0.826
O 1.31871 -1.68837 31.58783 -0.07 0.22 -0.65 -0.378
C 0.33988 -2.19870 32.44259 0.19 0.05 1.08 -0.728
N 1.62938 -4.43791 29.18585 -0.82 -0.01 0.15 -0.554
H 3.63586 -3.24432 31.71573 0.15 0.58 -0.30 0.380
H 3.89126 -3.34594 29.87024 0.15 0.74 0.31 0.319
H 3.85360 -4.71028 30.84169 -0.56 -0.46 0.08 0.248
H 1.24299 -4.27521 31.14157 0.28 0.33 0.47 0.435
H 0.36379 -2.29676 29.83086 -0.32 -0.27 0.12 0.419
H 1.93784 -1.62620 29.65658 0.50 -0.35 0.06 0.252
H 0.50833 -3.21950 32.78564 0.10 -0.42 -0.45 0.270
H -0.68623 -2.12163 32.08305 -0.07 0.12 -0.32 0.297
H 0.43377 -1.65290 33.38141 -0.19 0.42 -0.11 0.288
H 1.70315 -5.43736 29.31142 0.07 -0.02 0.08 0.098
H 2.17917 -4.19008 28.37566 0.27 0.21 0.26 0.363
C 10.78389 -11.55869 24.85902 -0.42 0.57 -0.80 -1.399
C 9.82630 -10.46072 25.44670 1.21 -0.96 -1.47 0.502
C 8.60659 -10.21263 24.50297 -0.10 1.62 0.88 -0.755
O 7.86983 -9.07238 25.07577 0.93 -2.17 -0.05 -0.338
C 6.94755 -8.42635 24.26797 0.13 1.89 -0.15 -0.840
N 9.46758 -10.87575 26.74728 -1.12 -0.67 1.27 -0.722
H 11.25566 -12.24240 25.56477 -0.24 0.38 0.42 0.407
H 11.58524 -11.06884 24.30584 0.04 -0.07 -0.08 0.350
H 10.25539 -12.18437 24.13978 -0.12 -0.11 -0.08 0.337
H 10.47884 -9.60346 25.61225 -0.55 0.62 -0.65 0.242
H 7.90498 -11.04520 24.45126 0.17 -0.46 0.33 0.265
H 8.88694 -10.01637 23.46809 0.32 0.36 -0.09 0.424
H 6.23126 -8.92540 23.61532 0.06 -1.01 0.36 0.362
H 7.49320 -7.73991 23.62054 0.11 0.21 -0.44 0.401
H 6.39889 -7.76922 24.94268 -0.27 -0.13 -0.05 0.193
H 9.12109 -11.82027 26.65822 -0.06 -0.42 0.32 0.254
H 8.65794 -10.34914 27.04267 -0.11 0.36 0.33 0.267
C 2.56300 -9.87250 28.69381 -1.03 1.67 -0.22 -1.653
C 3.21785 -8.47167 28.32368 -0.27 -3.11 -0.22 0.621
C 3.54089 -7.63777 29.53497 0.28 2.06 -1.43 -0.842
O 2.41164 -7.40010 30.32270 -0.71 -0.81 1.69 -0.369
C 2.65452 -7.47555 31.73772 0.53 0.02 -0.23 -0.867
N 4.46239 -8.77480 27.57776 0.24 0.85 0.96 -0.547
H 3.13883 -10.50965 29.36506 0.47 0.08 -0.36 0.336
H 2.27690 -10.34470 27.75398 0.39 -0.42 0.03 0.476
H 1.60870 -9.73334 29.20179 -0.09 0.23 0.15 0.379
H 2.58799 -7.92076 27.62521 -0.43 0.02 0.35 0.134
H 3.76896 -6.67144 29.08519 0.38 0.48 -0.05 0.249
H 4.48168 -7.85845 30.03927 -0.25 -0.83 0.50 0.629
H 1.77414 -7.59632 32.36896 -0.50 0.13 -0.73 0.267
H 3.15959 -6.57096 32.07641 0.14 0.10 0.02 0.309
H 3.28010 -8.33443 31.98075 0.22 -0.09 -0.14 0.389
H 5.02675 -9.13247 28.33517 0.89 -0.18 -0.23 0.256
H 4.34500 -9.56326 26.95756 -0.32 -0.01 -0.17 0.226
C 4.86648 -1.75940 23.74206 -1.03 1.77 -0.57 -0.887
C 4.45940 -0.26952 23.97755 0.26 1.44 0.98 0.103
C 3.86580 0.50062 22.72637 0.04 -4.14 0.19 0.225
O 3.68399 1.82360 22.91836 -0.16 2.01 -0.61 -0.363
C 3.22167 2.55118 21.77227 -0.19 0.90 0.74 -0.738
N 3.60868 -0.12080 25.21166 0.33 -0.35 -1.29 -0.700
H 3.91679 -2.29320 23.70668 0.24 -0.41 0.10 -0.033
H 5.53921 -2.16007 24.50034 -0.25 0.17 0.02 0.347
H 5.32646 -1.80730 22.75504 0.17 -0.27 -0.02 0.380
H 5.30166 0.35645 24.27228 0.67 -0.30 -0.25 0.426
H 2.93865 -0.03995 22.53591 -0.76 0.17 -0.08 -0.601
H 4.44631 0.24975 21.83858 0.66 0.29 -0.19 0.418
H 3.22849 3.58447 22.11920 -0.12 0.03 -0.12 0.302
H 2.21013 2.33511 21.42844 -0.34 -0.51 0.54 0.219
H 3.78717 2.54647 20.84044 0.89 -0.63 0.28 0.333
H 2.70829 -0.52636 24.99973 -0.40 -0.39 0.06 0.171
H 3.42484 0.86919 25.29054 0.00 0.29 0.22 0.333
C 1.82241 -2.64434 21.17096 -0.04 -0.04 0.50 -0.647
C 0.34731 -3.15229 21.10675 2.20 0.67 -0.83 1.083
C -0.62262 -1.95550 20.87752 -1.25 -2.42 0.34 -0.979
O -0.85095 -1.14678 21.99533 0.89 0.57 -0.64 -0.417
C -0.09819 0.06209 21.98814 -1.32 0.34 0.37 -0.797
N 0.27927 -4.11193 19.94721 -0.51 0.92 0.57 -0.780
H 1.98608 -1.79003 21.82782 -0.59 0.13 -0.10 -0.409
H 2.22090 -2.39775 20.18683 -0.22 -0.05 -0.16 0.545
H 2.51257 -3.34510 21.64076 -0.09 -0.59 -0.21 0.006
H 0.14700 -3.70873 22.02237 -0.42 0.54 0.30 0.133
H -1.58681 -2.45639 20.79063 -0.33 -0.06 -0.62 0.381
H -0.44925 -1.42892 19.93903 0.38 0.19 0.09 0.314
H -0.03636 0.25930 23.05837 1.32 0.41 -0.21 0.222
H -0.68747 0.88849 21.59077 -0.55 0.07 -0.19 0.417
H 0.76364 0.06449 21.32080 0.53 -0.45 0.82 0.313
H -0.66086 -4.48087 19.93500 -0.33 -0.12 -0.22 0.278
H 0.85362 -4.91477 20.16091 0.30 0.00 0.05 0.247
C 0.22704 -2.37712 24.93280 2.38 0.07 -1.18 0.436
O 1.12905 -2.12331 24.12646 0.31 -0.19 -0.05 0.049
N -0.92288 -1.81776 24.96781 -4.88 4.14 -2.17 -0.378
N 0.26733 -3.20274 25.91760 1.66 -3.04 2.27 -0.056
H -1.10325 -1.21931 24.17446 -0.55 -0.15 0.08 0.183
H -1.70980 -2.20260 25.47055 0.26 0.24 -0.35 0.168
H -0.52413 -3.10887 26.53799 1.12 -0.85 0.65 0.146
H 1.17955 -3.59858 26.09446 -0.16 -0.57 1.21 -0.147
C 4.11157 -7.06700 21.83126 2.40 0.08 -2.32 0.618
O 4.42302 -6.70806 22.89095 1.96 0.56 6.91 -0.773
N 4.96582 -7.58515 20.96795 3.14 -2.06 -1.05 -0.484
N 3.05387 -6.69869 21.27071 -6.62 1.25 -3.80 -0.311
H 5.89873 -7.64676 21.35002 0.02 -0.11 -0.53 0.200
H 4.82326 -7.67249 19.97188 0.08 -0.11 0.45 0.175
H 2.20950 -6.43094 21.75595 0.34 0.09 -0.19 0.210
H 3.11787 -6.77544 20.26566 -1.30 0.23 0.23 0.143
C 3.30322 -5.06438 25.68419 0.39 -0.71 -1.36 0.970
O 2.87223 -4.68622 26.69642 -2.99 3.03 5.88 -0.914
N 3.03012 -4.63958 24.51031 -1.48 1.94 -4.62 0.108
N 4.11421 -6.04253 25.61773 4.66 -5.82 0.75 -0.373
H 3.40319 -5.27937 23.82358 -0.47 0.82 -0.87 -0.024
H 2.33509 -3.92746 24.33731 0.17 0.13 -0.28 -0.268
H 4.28661 -6.63877 26.41451 -0.01 0.33 0.22 0.009
H 4.43408 -6.46698 24.75889 -0.18 0.34 0.06 0.298
```
Forces are in eV/Å.

Calculated values
- HOMO-LUMO gap: 8.12 eV
- SMILES: COC[C@H](C)N.COC[C@H](C)N.COC[C@H](C)N.COC[C@H](C)N.COC[C@H](C)N.NC(N)=O.NC(N)=O.NC(N)=O
- Highest occupied orbital energy: -7.9 eV
- Lowest unoccupied orbital energy: 0.177 eV
- 2S+1: 1
- ΔE to the lowest compared entry with this formula, charge and spin: 429.8 kJ/mol